19
Properties=species:S:1:pos:R:3 method="wB97M-V/def2-TZVPD" e_above_lowest_kj_mol=160.41 spin_multiplicity=1 smiles=CC[C@@H](O)CCO e_lumo_ev=0.748
C -0.62 1.20 -2.17
C -0.49 -0.22 -1.59
C -0.57 -0.24 -0.07
O -1.12 -1.47 0.35
C 0.85 -0.04 0.42
C 0.89 0.00 1.98
O 0.56 -1.29 2.51
H -0.11 1.24 -3.14
H -1.65 1.55 -2.35
H -0.16 1.96 -1.53
H 0.58 -0.74 -1.75
H -1.29 -0.86 -1.99
H -1.13 0.63 0.30
H -0.62 -1.76 1.13
H 1.21 0.94 0.08
H 1.44 -0.77 -0.32
H 0.16 0.74 2.39
H 1.86 0.34 2.34
H 0.21 -1.19 3.41

146
Properties=species:S:1:pos:R:3 method="wB97M-V/def2-TZVPD" e_above_lowest_kj_mol=97.10 spin_multiplicity=1 smiles=COC[C@H](C)N.COC[C@H](C)N.COC[C@H](C)N.COC[C@H](C)N.COC[C@H](C)N.COC[C@H](C)N.COC[C@H](C)N.CCO.CCO.CCO e_lumo_ev=0.516
C 3.48 -12.89 11.01
C 4.95 -12.96 11.36
O 5.65 -12.11 10.46
H 2.87 -13.60 11.59
H 3.24 -13.06 9.96
H 3.06 -11.93 11.32
H 5.27 -14.00 11.33
H 5.19 -12.64 12.38
H 6.51 -12.54 10.26
C 7.53 -15.81 13.23
C 8.01 -16.71 12.08
O 9.29 -16.25 11.70
H 7.40 -14.79 12.87
H 8.30 -15.74 14.00
H 6.54 -16.14 13.55
H 7.29 -16.67 11.26
H 7.95 -17.75 12.44
H 9.41 -16.33 10.73
C 5.43 -11.11 5.88
C 4.78 -12.36 6.44
O 3.40 -12.35 6.13
H 6.51 -11.23 5.93
H 5.17 -10.26 6.51
H 5.11 -11.01 4.84
H 4.98 -12.46 7.52
H 5.23 -13.28 6.04
H 2.81 -12.56 6.85
C 13.15 -10.88 7.29
C 12.39 -9.97 6.33
C 10.89 -10.01 6.53
O 10.21 -9.28 5.54
C 8.87 -9.69 5.44
N 12.89 -8.58 6.52
H 14.17 -11.00 6.92
H 12.75 -11.90 7.35
H 13.19 -10.47 8.30
H 12.62 -10.28 5.31
H 10.62 -9.68 7.54
H 10.59 -11.07 6.48
H 8.82 -10.77 5.28
H 8.37 -9.13 4.65
H 8.32 -9.46 6.36
H 12.34 -8.02 5.87
H 12.59 -8.29 7.44
C 12.87 -13.87 11.03
C 12.47 -13.20 12.34
C 10.95 -13.01 12.46
O 10.33 -12.38 11.37
C 10.77 -11.06 11.10
N 13.00 -14.00 13.46
H 12.48 -13.31 10.17
H 12.45 -14.87 10.95
H 13.96 -13.86 11.00
H 12.94 -12.21 12.39
H 10.64 -12.53 13.40
H 10.54 -14.03 12.56
H 11.84 -10.97 10.87
H 10.56 -10.40 11.95
H 10.20 -10.73 10.24
H 12.73 -14.96 13.29
H 12.59 -13.63 14.31
C 8.87 -16.44 5.13
C 9.92 -16.19 4.05
C 11.30 -15.93 4.68
O 11.47 -14.71 5.36
C 11.28 -13.53 4.60
N 10.07 -17.44 3.28
H 7.88 -16.54 4.68
H 8.77 -15.55 5.77
H 9.07 -17.32 5.74
H 9.62 -15.38 3.38
H 12.08 -16.12 3.93
H 11.43 -16.69 5.45
H 10.22 -13.44 4.36
H 11.88 -13.58 3.69
H 11.58 -12.65 5.17
H 9.15 -17.86 3.19
H 10.35 -17.27 2.32
C 16.01 -17.41 5.96
C 15.34 -17.48 7.34
C 14.81 -16.12 7.80
O 15.86 -15.18 7.76
C 15.48 -13.90 8.22
N 14.25 -18.46 7.43
H 15.96 -18.38 5.46
H 17.07 -17.20 6.08
H 15.51 -16.75 5.24
H 16.11 -17.68 8.09
H 14.42 -16.20 8.82
H 13.95 -15.82 7.18
H 16.40 -13.32 8.10
H 15.23 -13.88 9.28
H 14.69 -13.44 7.62
H 13.55 -18.12 6.77
H 14.57 -19.31 6.95
C 9.24 -19.96 10.81
C 9.96 -21.10 10.07
C 10.97 -20.59 9.03
O 10.21 -19.90 8.03
C 10.88 -19.90 6.79
N 10.64 -21.92 11.09
H 8.60 -19.49 10.08
H 9.99 -19.25 11.18
H 8.68 -20.42 11.62
H 9.23 -21.75 9.58
H 11.44 -21.46 8.57
H 11.72 -19.93 9.50
H 11.89 -19.51 6.89
H 10.30 -19.31 6.09
H 10.97 -20.90 6.33
H 11.04 -22.77 10.72
H 11.41 -21.36 11.46
C 8.40 -12.68 7.85
C 8.44 -13.99 8.60
C 9.79 -14.69 8.48
O 9.67 -16.06 8.83
C 10.93 -16.74 8.75
N 8.01 -13.76 9.99
H 7.62 -12.01 8.22
H 8.29 -12.78 6.77
H 9.23 -12.01 8.09
H 7.67 -14.67 8.20
H 10.53 -14.17 9.10
H 10.16 -14.63 7.45
H 10.78 -17.69 9.26
H 11.83 -16.20 9.03
H 10.99 -16.96 7.67
H 8.66 -13.07 10.39
H 8.26 -14.60 10.51
C 5.42 -20.93 6.11
C 6.65 -20.11 6.49
C 6.24 -18.74 7.00
O 5.64 -18.01 5.96
C 5.10 -16.79 6.42
N 7.39 -20.84 7.51
H 5.72 -21.92 5.77
H 4.93 -20.45 5.26
H 4.72 -20.95 6.94
H 7.23 -20.05 5.56
H 7.12 -18.16 7.34
H 5.63 -18.85 7.92
H 4.30 -16.99 7.15
H 4.70 -16.23 5.58
H 5.86 -16.22 6.97
H 8.13 -20.23 7.85
H 7.83 -21.67 7.16

35
Properties=species:S:1:pos:R:3 method="wB97M-V/def2-TZVPD" charge=+2 e_above_lowest_kj_mol=256.37 spin_multiplicity=5 e_lumo_ev="-9.073 / -11.420"
V -0.91 13.77 -2.78
Ag -3.26 11.95 -1.16
O -2.86 12.90 -3.15
H -3.54 12.27 -3.43
O -1.22 12.73 -0.96
H -0.34 12.51 -0.65
C -6.39 7.05 -1.64
C -5.99 8.48 -2.08
C -5.60 8.52 -3.54
O -4.90 9.72 -3.88
C -5.67 10.69 -4.56
N -7.13 9.39 -1.83
H -6.44 6.93 -0.56
H -5.63 6.34 -1.99
H -7.38 6.82 -2.02
H -5.10 8.70 -1.49
H -6.51 8.40 -4.14
H -5.01 7.64 -3.81
H -5.08 11.60 -4.72
H -6.61 10.97 -4.08
H -5.95 10.35 -5.56
H -7.34 9.53 -0.84
H -7.98 8.97 -2.19
O -2.72 9.87 -2.10
H -3.52 9.46 -2.47
H -1.99 9.44 -2.56
O -4.03 15.26 -4.27
H -3.81 14.39 -3.92
H -3.49 15.37 -5.06
O -2.38 12.62 -5.98
H -1.78 13.37 -6.03
H -2.78 12.66 -5.12
O -5.40 11.61 -1.60
H -5.94 10.77 -1.61
H -6.03 12.32 -1.39

87
Properties=species:S:1:pos:R:3 method="wB97M-V/def2-TZVPD" charge=+2 e_above_lowest_kj_mol=21.01 spin_multiplicity=2 e_lumo_ev="-4.725 / -6.243"
Ga 0.45 0.88 1.27
C 0.71 2.37 4.53
C -0.61 1.88 4.03
C -1.87 2.01 4.61
C -2.72 1.33 3.77
N -2.03 0.82 2.75
N -0.72 1.18 2.90
B -2.39 -0.12 1.55
N -2.17 0.70 0.24
C -3.00 0.99 -0.77
C -2.33 1.79 -1.68
C -1.06 1.96 -1.16
C 0.09 2.72 -1.76
N -0.98 1.31 0.01
N -1.33 -1.28 1.55
C -1.57 -2.59 1.68
C -0.36 -3.25 1.77
C 0.61 -2.27 1.69
C 2.09 -2.47 1.78
N 0.01 -1.07 1.55
N -3.76 -0.73 1.57
C -4.74 -0.87 2.51
C -5.72 -1.66 1.98
C -5.26 -1.99 0.69
C -5.93 -2.86 -0.33
N -4.09 -1.44 0.45
H 0.80 2.16 5.59
H 0.81 3.45 4.40
H 1.53 1.88 4.02
H -2.12 2.51 5.53
H -3.79 1.21 3.85
H -4.00 0.59 -0.79
H -2.72 2.18 -2.60
H -0.19 3.06 -2.75
H 0.97 2.08 -1.85
H 0.35 3.58 -1.16
H -2.58 -2.97 1.69
H -0.21 -4.31 1.88
H 2.28 -3.49 2.10
H 2.55 -1.80 2.50
H 2.57 -2.35 0.80
H -4.68 -0.43 3.49
H -6.64 -1.95 2.45
H -6.95 -3.09 -0.03
H -5.39 -3.80 -0.45
H -5.96 -2.37 -1.30
C 1.12 5.64 1.76
N 2.27 4.75 1.89
C 3.53 5.31 2.40
C 2.11 3.45 1.63
N 0.98 2.87 1.36
N 3.28 2.69 1.65
C 3.40 1.37 1.29
N 4.66 0.93 1.16
N 2.38 0.59 1.11
H 1.47 6.67 1.76
H 0.41 5.51 2.59
H 0.60 5.47 0.82
H 3.32 6.28 2.83
H 4.26 5.45 1.60
H 3.94 4.69 3.19
H 0.19 3.50 1.37
H 4.14 3.20 1.76
H 5.46 1.52 1.30
H 4.84 -0.02 0.90
H 2.64 -0.34 0.78
C 1.48 -4.61 -7.06
C 1.39 -3.78 -5.82
C 2.53 -3.43 -5.10
C 2.47 -2.67 -3.95
C 3.75 -2.35 -3.23
C 1.20 -2.23 -3.50
Te 1.07 -1.07 -1.79
C 0.03 -2.57 -4.21
C -1.37 -2.15 -3.82
C 0.16 -3.34 -5.35
H 2.51 -4.90 -7.28
H 1.09 -4.06 -7.92
H 0.88 -5.52 -6.96
H 3.50 -3.77 -5.45
H 4.60 -2.73 -3.79
H 3.77 -2.81 -2.24
H 3.89 -1.28 -3.10
H -1.42 -1.69 -2.84
H -2.03 -3.02 -3.83
H -1.76 -1.44 -4.55
H -0.74 -3.60 -5.91

20
Properties=species:S:1:pos:R:3 method="wB97M-V/def2-TZVPD" e_above_lowest_kj_mol=1047.71 spin_multiplicity=1 e_lumo_ev=-5.251
C -0.72 1.15 -1.50
O 0.19 0.45 -2.39
C -1.02 0.31 -0.19
C -0.14 -0.89 -0.02
C 1.35 -0.41 0.16
N 1.38 0.58 1.18
H -0.25 2.08 -1.15
H -1.70 1.53 -1.84
H -2.16 -0.89 -2.17
H -0.92 1.01 0.65
H -2.09 0.11 -0.31
H -0.30 -1.42 0.90
H -0.16 -1.57 -0.87
H 1.62 0.06 -0.82
H 2.02 -1.24 0.39
H 0.98 0.20 2.15
H 2.34 0.70 1.52
H 0.01 -0.71 3.84
H -0.61 -0.20 -2.43
O 0.19 -0.84 2.90

116
Properties=species:S:1:pos:R:3 method="wB97M-V/def2-TZVPD" charge=-1 e_above_lowest_kj_mol=258.58 spin_multiplicity=1 e_lumo_ev=1.549
C 0.17 0.53 -0.26
F -0.42 1.74 -0.32
F -0.10 -0.21 -1.32
F 1.53 0.77 -0.09
S -0.29 -0.40 1.38
O 0.23 0.49 2.44
O -1.74 -0.37 1.30
O 0.30 -1.76 1.25
O -6.33 2.10 -2.57
C -5.47 1.38 -2.17
O -5.09 1.43 -0.90
C -3.89 0.66 -0.71
C -3.81 -0.20 -1.96
C -4.58 0.54 -3.02
H -3.99 0.08 0.21
H -2.97 1.24 -0.65
H -4.34 -1.14 -1.78
H -2.81 -0.48 -2.28
H -5.14 -0.12 -3.68
H -4.09 1.30 -3.63
O 1.01 3.84 -6.36
C 0.33 3.11 -5.71
O 0.16 3.24 -4.40
C -0.65 2.11 -3.89
C -1.40 1.63 -5.11
C -0.41 1.88 -6.24
H -1.19 2.41 -2.99
H -0.02 1.28 -3.55
H -2.31 2.19 -5.31
H -1.67 0.58 -4.95
H -0.91 1.97 -7.21
H 0.29 1.04 -6.28
O 2.06 5.45 -1.47
C 2.65 4.39 -1.54
O 3.00 3.86 -2.71
C 3.76 2.62 -2.53
C 4.13 2.63 -1.05
C 3.13 3.53 -0.38
H 4.66 2.63 -3.13
H 3.23 1.71 -2.80
H 5.18 2.91 -0.96
H 4.06 1.58 -0.77
H 3.65 4.15 0.36
H 2.41 2.99 0.23
O -2.92 -7.11 1.55
C -2.78 -5.92 1.37
O -1.69 -5.36 0.69
C -1.66 -3.92 0.95
C -3.08 -3.55 1.18
C -3.73 -4.75 1.81
H -1.32 -3.33 0.10
H -1.06 -3.72 1.84
H -3.56 -3.48 0.20
H -3.27 -2.62 1.72
H -4.73 -4.96 1.44
H -3.70 -4.69 2.90
O 2.64 4.58 2.85
C 1.48 4.82 2.55
O 0.80 5.78 3.13
C -0.54 5.79 2.67
C -0.74 4.36 2.12
C 0.62 3.93 1.74
H -0.59 6.52 1.86
H -1.22 6.17 3.43
H -1.47 4.37 1.31
H -1.12 3.71 2.90
H 0.88 4.17 0.71
H 0.63 2.86 1.93
O 5.34 -2.42 3.66
C 4.21 -2.39 4.03
O 3.18 -2.12 3.24
C 1.98 -1.83 4.01
C 2.19 -2.71 5.23
C 3.71 -2.65 5.43
H 1.08 -2.24 3.55
H 1.85 -0.75 3.98
H 1.94 -3.76 5.17
H 1.76 -2.22 6.10
H 4.13 -3.62 5.72
H 4.07 -1.90 6.14
O -5.48 1.41 6.37
C -4.51 1.37 5.70
O -4.59 0.71 4.59
C -3.28 0.68 3.85
C -2.32 1.35 4.78
C -3.19 2.07 5.84
H -3.44 1.16 2.88
H -3.00 -0.36 3.68
H -1.75 2.04 4.17
H -1.65 0.57 5.15
H -3.26 3.11 5.51
H -2.76 2.03 6.85
O 6.04 -0.64 -0.78
C 5.26 -1.57 -0.47
O 5.61 -2.84 -0.50
C 4.49 -3.64 -0.09
C 3.26 -2.76 -0.44
C 3.84 -1.40 -0.04
H 4.54 -3.92 0.97
H 4.39 -4.53 -0.71
H 2.51 -3.10 0.27
H 2.91 -2.87 -1.47
H 3.85 -1.11 1.01
H 3.29 -0.62 -0.58
O 1.72 -4.43 -3.34
C 1.07 -3.73 -4.09
O 0.92 -4.06 -5.36
C 0.09 -3.14 -6.07
C -0.06 -1.97 -5.17
C 0.27 -2.49 -3.78
H -0.83 -3.70 -6.25
H 0.49 -2.87 -7.05
H -1.02 -1.47 -5.32
H 0.72 -1.25 -5.38
H -0.65 -2.64 -3.21
H 0.86 -1.77 -3.21

| no. | calculated total energy (Eh) |
| --- | --- |
| 1 | -348.14372 |
| 2 | -2487.94236 |
| 3 | -1836.64140 |
| 4 | -4059.50182 |
| 5 | -365.04344 |
| 6 | -3720.25349 |